Density functional theory data (the ωB97M-V functional and the def2-TZVPD basis) for a single C4H8O2 molecule.

**Energy above the lowest of the compared OMol25 structures with the same formula, charge and spin**: 0.668 eV
**SMILES**: CC(=O)[C@@H](C)O
**HOMO**: -10.23 eV
**Strongest force on any atom**: 0.009 Eh/bohr
**Calculated total energy**: -307.68790 Eh

Cartesian coordinates (Å):
C 1.41 0.75 -0.81
C 0.87 -0.03 0.35
O 1.56 -0.83 0.96
C -0.60 0.10 0.73
C -1.41 -0.43 -0.46
O -0.83 -0.64 1.89
H 1.37 0.11 -1.70
H 2.46 1.00 -0.63
H 0.84 1.66 -1.02
H -0.85 1.16 0.90
H -1.30 0.22 -1.34
H -2.46 -0.49 -0.19
H -1.06 -1.44 -0.72
H 0.00 -1.13 2.04